A 2-piece molecular cluster, C20H24NS2 overall, computed with wB97M-V/def2-TZVPD.

Each line ends with the Löwdin charge.
CARTESIAN COORDINATES (ANGSTROEM)
C (5.64378, 0.96423, -2.21137)  -0.0819
C (5.18141, -0.26875, -2.69485)  -0.0746
C (3.97363, -0.79459, -2.22646)  -0.0440
C (3.23166, -0.09384, -1.26658)  -0.2415
C (1.90589, -0.64881, -0.79017)  -0.1229
C (0.79430, -0.10476, -1.67495)  -0.3734
C (-0.61336, -0.66338, -1.40992)  -0.1677
C (-1.57643, 0.45614, -1.87662)  -0.1477
C (-0.66443, 1.66196, -2.17927)  -0.1962
N (0.60560, 1.31617, -1.54077)  -0.0241
C (3.68048, 1.14560, -0.79704)  -0.0610
C (4.88006, 1.68102, -1.27836)  -0.0754
H (6.58739, 1.37490, -2.57495)  0.1053
H (5.75569, -0.82904, -3.43482)  0.1066
H (3.57924, -1.74442, -2.60030)  0.1155
H (1.89143, -1.74489, -0.86454)  0.1222
H (1.68862, -0.36038, 0.25027)  0.0845
H (1.05029, -0.34348, -2.73186)  0.1575
H (-0.78563, -1.64689, -1.86270)  0.1185
H (-0.73309, -0.79060, -0.31919)  0.0002
H (-2.12258, 0.13964, -2.77026)  0.1081
H (-2.30947, 0.69992, -1.09428)  0.0931
H (-0.54274, 1.75362, -3.27712)  0.1176
H (-1.06940, 2.60891, -1.80656)  0.1111
H (1.38827, 1.87297, -1.87678)  0.1162
H (3.06768, 1.68216, -0.06625)  0.1125
H (5.20842, 2.65489, -0.91328)  0.1053
C (-5.33683, 1.43553, 2.46176)  -0.0205
C (-4.19569, 1.78843, 3.20145)  -0.0363
C (-2.99723, 1.10003, 3.01632)  -0.0179
C (-2.93216, 0.03854, 2.08944)  -0.3013
C (-1.68679, -0.65791, 1.80275)  -0.7178
S (-1.77016, -2.24769, 1.13302)  1.0421
C (-0.38666, -2.97619, 2.08682)  -0.4079
C (0.52928, -1.89759, 2.64161)  -0.4148
S (-0.17619, -0.20228, 2.47606)  1.0595
C (-4.10495, -0.36784, 1.42044)  -0.0392
C (-5.28876, 0.34291, 1.58302)  -0.0364
H (-6.25808, 2.01135, 2.56401)  0.1232
H (-4.23631, 2.61559, 3.91306)  0.1217
H (-2.09850, 1.35963, 3.58054)  0.1031
H (-0.84212, -3.56052, 2.89684)  0.0929
H (0.12644, -3.65307, 1.39511)  0.0931
H (0.68079, -2.03676, 3.72060)  0.0924
H (1.50728, -1.88058, 2.14346)  0.0819
H (-4.06298, -1.23263, 0.75322)  0.0962
H (-6.16708, 0.04274, 1.00944)  0.1222

The calculation puts the calculated total energy at -44282.8517 eV. As for the spin multiplicity: 1. The calculation puts the LUMO energy at -0.2055 Eh. The value obtained for the molar mass is 342.55 g mol⁻¹. As for the total charge: +1.

One molecule with the formula C20H24O2, computed with wB97M-V/def2-TZVPD.

Each line ends with the Löwdin charge.
CARTESIAN COORDINATES (ANGSTROEM)
O (1.60645, -3.15621, -0.01250)  0.1227
O (0.99174, -1.16235, -1.73397)  0.1219
C (1.83875, -1.95710, 0.23976)  -0.2503
C (1.27271, -0.88246, -0.56635)  -0.2244
C (-5.31600, 0.47584, -3.18544)  0.0391
C (2.35044, -0.35025, 2.00104)  0.0562
C (-4.18492, -0.10775, -2.64940)  -0.3532
C (2.56400, -1.60865, 1.47788)  -0.1278
C (1.21223, 1.81550, 2.05845)  -0.0330
C (0.43730, 2.83097, 1.48100)  -0.0226
C (1.50326, 0.66684, 1.34791)  -0.1534
C (0.93630, 0.45151, 0.05274)  -0.0151
C (-0.16094, 2.62397, 0.21650)  -0.1744
C (0.08000, 1.42066, -0.53261)  -0.0804
C (-4.26088, -1.44190, -2.00689)  -0.0825
C (-1.01174, 3.81498, -0.31420)  -0.0409
C (4.88495, -1.76303, 2.33808)  -0.0706
C (2.99821, -3.03350, 3.48376)  -0.0571
C (-2.82949, 0.57458, -2.86228)  -0.1774
C (-0.62352, 1.24146, -1.88144)  -0.1506
C (-1.93090, 0.48720, -1.64960)  -0.2008
C (3.56476, -2.53874, 2.12656)  -0.3612
H (-6.32966, 0.04173, -3.12716)  0.0575
H (-5.33138, 1.39112, -3.73507)  0.0365
H (2.81653, -0.11511, 2.95958)  0.1189
H (1.61976, 1.99446, 3.04530)  0.1113
H (0.20931, 3.72796, 2.06356)  0.1153
H (-3.68971, -2.13956, -2.63106)  0.0924
H (-5.29506, -1.80639, -1.94971)  0.0782
H (-3.86469, -1.41112, -0.96578)  0.0874
H (-1.58248, 4.27952, 0.51321)  0.0807
H (-0.36958, 4.61289, -0.71335)  0.0861
H (-1.75594, 3.47340, -1.05133)  0.0647
H (4.81991, -1.09658, 3.23698)  0.0881
H (5.71499, -2.41455, 2.49328)  0.0623
H (5.11459, -1.17036, 1.45479)  0.0806
H (2.03017, -3.49687, 3.25341)  0.0850
H (3.65085, -3.77070, 3.92387)  0.0689
H (2.86448, -2.20722, 4.21695)  0.0857
H (-2.36478, 0.08800, -3.70598)  0.1209
H (-2.98769, 1.63379, -3.11657)  0.1177
H (0.04149, 0.71738, -2.56797)  0.1112
H (-0.79979, 2.20960, -2.34838)  0.1036
H (-1.76493, -0.56172, -1.32703)  0.1221
H (-2.44280, 1.00132, -0.82331)  0.1267
H (3.77374, -3.38259, 1.47280)  0.1337

The calculation puts the calculated total energy at -25223.0757 eV. As for the spin multiplicity: 1. The calculation puts the LUMO energy at -0.0490 Eh. The value obtained for the molar mass is 296.41 g mol⁻¹. Its SMILES is C=C(C)CCCc1c(C)ccc2c1C(=O)C(=O)C(C(C)C)=C2. As for the total charge: 0.

One molecule with the formula C20H24O2, computed with wB97M-V/def2-TZVPD.

Each line ends with the Löwdin charge.
CARTESIAN COORDINATES (ANGSTROEM)
O (0.89312, 2.62422, -1.82258)  0.1099
O (-1.37497, 1.11669, -2.20716)  0.1725
C (0.86142, 1.35929, -1.80242)  -0.2408
C (-0.41396, 0.69202, -1.63956)  -0.3478
C (-0.00901, 1.27376, 3.70300)  0.0503
C (1.90739, -0.90161, -1.58382)  0.0737
C (-1.16411, 1.58722, 3.05240)  -0.3796
C (2.01992, 0.46866, -1.89369)  -0.1175
C (0.64391, -2.69460, -0.54331)  -0.0107
C (-0.58984, -3.20915, -0.14484)  -0.0279
C (0.68801, -1.36062, -0.96802)  -0.1574
C (-0.51089, -0.57707, -0.99439)  0.0118
C (-1.76179, -2.45002, -0.00088)  -0.2414
C (-1.76552, -1.09121, -0.23238)  -0.0442
C (-2.30351, 2.08216, 3.88897)  -0.0690
C (-2.93093, -3.27931, 0.37065)  -0.0391
C (3.99538, -0.00600, -3.44910)  -0.0595
C (4.23559, 1.48500, -1.33666)  -0.0479
C (-1.39108, 1.50127, 1.58636)  -0.1495
C (-2.92015, -0.13298, 0.00775)  -0.1432
C (-2.59221, 0.56307, 1.33207)  -0.1591
C (3.28895, 1.00124, -2.47784)  -0.3885
H (0.06670, 1.55414, 4.71306)  0.0410
H (0.84887, 0.81321, 3.23640)  0.0531
H (2.74521, -1.51865, -1.77178)  0.1022
H (1.46362, -3.39477, -0.54246)  0.1124
H (-0.44964, -4.20261, 0.06166)  0.0819
H (-3.21116, 2.23254, 3.38552)  0.0468
H (-2.04981, 3.10468, 4.21858)  0.0959
H (-2.41058, 1.44740, 4.74564)  0.0782
H (-3.36570, -3.57118, -0.52056)  0.0646
H (-3.63113, -2.74904, 1.09526)  0.1075
H (-2.51624, -4.12411, 0.97428)  0.0956
H (3.20028, -0.44236, -4.09264)  0.0885
H (4.69780, 0.47129, -4.15144)  0.0794
H (4.43332, -0.73842, -2.72327)  0.0797
H (3.81207, 2.26655, -0.65690)  0.0939
H (4.96425, 2.07339, -1.89340)  0.0743
H (4.57120, 0.61021, -0.80169)  0.0725
H (-1.61614, 2.49240, 1.20898)  0.1226
H (-0.33995, 1.17434, 1.13641)  0.1496
H (-3.77179, -0.71991, 0.04139)  0.0814
H (-3.17176, 0.50749, -0.81276)  0.1059
H (-2.47470, -0.36670, 1.86928)  0.1158
H (-3.51391, 1.16384, 1.50455)  0.1252
H (2.91342, 1.86427, -3.06871)  0.1369

The calculation puts the calculated total energy at -25220.6534 eV. As for the spin multiplicity: 1. The calculation puts the LUMO energy at -0.0505 Eh. The value obtained for the molar mass is 296.41 g mol⁻¹. Its SMILES is C=C(C)CCCc1c(C)ccc2c1C(=O)C(=O)C(C(C)C)=C2. As for the total charge: 0.

C20H25BClIrN7O2 as an isolated structure, computed with wB97M-V/def2-TZVPD.

Each line ends with the Löwdin charge.
CARTESIAN COORDINATES (ANGSTROEM)
Ir (-0.66101, 0.53689, 0.26172)  1.4185
C (-0.09990, -3.51229, 1.21585)  -0.0143
C (0.12905, -2.43631, 0.37073)  -0.0823
N (-0.64652, -1.40792, 0.73024)  -0.0862
N (-1.38931, -1.80850, 1.78446)  -0.0017
C (-1.07246, -3.06807, 2.09312)  -0.0351
B (-2.51877, -0.89228, 2.33001)  -0.4956
N (-1.89154, 0.31538, 3.02800)  -0.0323
C (-1.95975, 0.77603, 4.28574)  -0.0427
C (-1.28898, 1.98033, 4.34335)  -0.0513
C (-0.82778, 2.19117, 3.04497)  -0.1613
N (-1.20719, 1.18837, 2.25681)  -0.0933
N (-3.29337, -0.40348, 1.08607)  -0.0166
C (-4.61352, -0.48521, 0.88033)  -0.0458
C (-4.91527, 0.13910, -0.30884)  -0.0249
C (-3.69132, 0.58681, -0.79107)  -0.1027
N (-2.70694, 0.26157, 0.05154)  -0.0923
H (0.35223, -4.48626, 1.16871)  0.1106
H (0.74927, -2.38945, -0.50111)  0.1073
H (-1.58490, -3.57329, 2.89422)  0.1374
H (-3.25388, -1.48563, 3.05818)  0.1285
H (-2.48322, 0.22180, 5.04652)  0.1328
H (-1.15413, 2.61698, 5.19880)  0.1080
H (-0.25392, 3.01294, 2.64944)  0.1153
H (-5.24291, -0.98254, 1.59824)  0.1326
H (-5.87882, 0.25160, -0.77154)  0.1081
H (-3.50939, 1.12068, -1.70171)  0.0950
C (2.68968, 1.86986, -2.03577)  0.0147
N (3.23261, 0.54157, -1.64431)  -0.1628
C (4.44137, 0.22134, -2.44030)  0.0062
C (2.23186, -0.61538, -1.65398)  -0.1012
C (0.94834, -0.31476, -2.36672)  -0.2608
C (0.99422, -0.48167, -3.75179)  -0.0543
C (0.01265, 0.02805, -4.58297)  -0.0682
C (-0.99602, 0.77849, -4.00904)  -0.0674
C (-1.07319, 0.88463, -2.62670)  -0.1331
C (-0.17389, 0.28071, -1.73952)  -0.2185
H (3.49911, 2.59076, -1.94559)  0.1091
H (1.88574, 2.12961, -1.35778)  0.0854
H (2.32886, 1.83019, -3.06033)  0.1067
H (3.49158, 0.60687, -0.62492)  0.1217
H (4.15704, 0.12281, -3.48643)  0.1056
H (4.87224, -0.70816, -2.07729)  0.1090
H (5.16422, 1.02588, -2.33028)  0.1059
H (2.09276, -0.84173, -0.60946)  0.0748
H (2.75251, -1.44783, -2.12496)  0.1308
H (1.84368, -0.99723, -4.18806)  0.1157
H (0.06328, -0.11614, -5.65339)  0.1113
H (-1.73925, 1.26386, -4.62848)  0.1122
H (-1.86154, 1.50403, -2.22750)  0.0579
Cl (2.10334, 1.32185, 3.86359)  0.6895
C (1.81483, -0.05395, 2.82119)  -0.4913
C (2.19536, 0.36153, 1.41333)  -0.6807
O (3.35415, 0.16324, 1.05133)  0.0391
O (1.32553, 0.95976, 0.66249)  -0.2105
H (0.77226, -0.34101, 2.90555)  0.0507
H (2.49091, -0.83559, 3.14531)  0.0866

The calculation puts the calculated total energy at -51705.7180 eV. As for the spin multiplicity: 1. The calculation puts the LUMO energy at -0.1408 Eh. The value obtained for the molar mass is 633.95 g mol⁻¹. As for the total charge: +1.